A 19-piece molecular cluster, C38H114O19 overall at a distorted geometry. Source: the OMol25 dataset; level of theory: the ωB97M-V functional and the def2-TZVPD basis.

Bonds (Å) are listed after each position.
Atoms and positions in Å:
1 C -11.982 -20.761 -25.209  C2 1.464, H4 1.090, H5 1.090, H6 1.090
2 C -13.045 -20.483 -26.177  C1 1.464, O3 1.428, H7 1.090, H8 1.090
3 O -13.630 -19.208 -25.912  C2 1.428, H9 0.960
4 H -11.342 -19.879 -25.225  C1 1.090
5 H -11.400 -21.651 -25.449  C1 1.090
6 H -12.362 -20.830 -24.190  C1 1.090
7 H -13.868 -21.177 -26.004  C2 1.090
8 H -12.615 -20.481 -27.179  C2 1.090
9 H -14.101 -18.960 -26.710  O3 0.960
10 C -18.468 -20.170 -19.606  C11 1.557, H13 1.090, H14 1.090, H15 1.090
11 C -18.547 -20.349 -18.061  C10 1.557, O12 1.439, H16 1.090, H17 1.090
12 O -19.390 -21.488 -17.808  C11 1.439, H18 0.960
13 H -18.161 -19.144 -19.809  C10 1.090
14 H -19.440 -20.372 -20.055  C10 1.090
15 H -17.809 -20.824 -20.178  C10 1.090
16 H -18.918 -19.408 -17.655  C11 1.090
17 H -17.573 -20.572 -17.627  C11 1.090
18 H -19.933 -21.175 -17.082  O12 0.960
19 C -10.762 -18.837 -21.719  C20 1.537, H22 1.090, H23 1.090, H24 1.090
20 C -12.205 -19.297 -21.457  C19 1.537, O21 1.402, H25 1.090, H26 1.090
21 O -12.745 -18.326 -20.603  C20 1.402, H27 0.960
22 H -10.143 -18.927 -20.826  C19 1.090
23 H -10.676 -17.784 -21.989  C19 1.090
24 H -10.301 -19.367 -22.552  C19 1.090
25 H -12.353 -20.308 -21.079  C20 1.090
26 H -12.606 -19.361 -22.469  C20 1.090
27 H -12.581 -17.459 -20.981  O21 0.960
28 C -10.488 -18.187 -29.777  C29 1.501, H31 1.090, H32 1.090, H33 1.090
29 C -11.336 -18.610 -28.612  C28 1.501, O30 1.403, H34 1.090, H35 1.090
30 O -11.273 -17.652 -27.589  C29 1.403, H36 0.960
31 H -11.044 -17.342 -30.181  C28 1.090
32 H -10.505 -18.960 -30.545  C28 1.090
33 H -9.431 -17.961 -29.636  C28 1.090
34 H -10.965 -19.543 -28.188  C29 1.090
35 H -12.356 -18.817 -28.937  C29 1.090
36 H -11.802 -17.936 -26.841  O30 0.960
37 C -21.845 -18.234 -18.571  C38 1.518, H40 1.090, H41 1.090, H42 1.090
38 C -22.292 -18.313 -20.020  C37 1.518, O39 1.347, H43 1.090, H44 1.090
39 O -23.421 -17.628 -20.285  C38 1.347, H45 0.960
40 H -22.147 -19.136 -18.038  C37 1.090
41 H -22.442 -17.559 -17.957  C37 1.090
42 H -20.774 -18.034 -18.543  C37 1.090
43 H -22.555 -19.358 -20.181  C38 1.090
44 H -21.429 -18.078 -20.644  C38 1.090
45 H -23.168 -16.778 -20.653  O39 0.960
46 C -18.918 -13.454 -19.267  C47 1.545, H49 1.090, H50 1.090, H51 1.090
47 C -18.821 -11.923 -19.447  C46 1.545, O48 1.419, H52 1.090, H53 1.090
48 O -18.256 -11.546 -18.201  C47 1.419, H54 0.960
49 H -17.895 -13.832 -19.260  C46 1.090
50 H -19.362 -13.897 -20.158  C46 1.090
51 H -19.554 -13.653 -18.404  C46 1.090
52 H -19.754 -11.397 -19.650  C47 1.090
53 H -18.166 -11.639 -20.270  C47 1.090
54 H -17.791 -10.755 -18.484  O48 0.960
55 C -15.292 -13.900 -17.634  C56 1.491, H58 1.090, H59 1.090, H60 1.090
56 C -15.960 -13.884 -16.301  C55 1.491, O57 1.417, H61 1.090, H62 1.090
57 O -17.366 -13.723 -16.350  C56 1.417, H63 0.960
58 H -15.358 -12.877 -18.002  C55 1.090
59 H -15.734 -14.509 -18.422  C55 1.090
60 H -14.202 -13.891 -17.595  C55 1.090
61 H -15.652 -12.981 -15.774  C56 1.090
62 H -15.776 -14.732 -15.641  C56 1.090
63 H -17.641 -12.957 -16.860  O57 0.960
64 C -18.103 -15.052 -23.676  C65 1.541, H67 1.090, H68 1.090, H69 1.090
65 C -16.697 -14.423 -23.720  C64 1.541, O66 1.427, H70 1.090, H71 1.090
66 O -16.122 -14.776 -24.978  C65 1.427, H72 0.960
67 H -18.624 -14.592 -22.837  C64 1.090
68 H -18.064 -16.132 -23.534  C64 1.090
69 H -18.650 -14.933 -24.611  C64 1.090
70 H -16.199 -14.842 -22.846  C65 1.090
71 H -16.683 -13.338 -23.819  C65 1.090
72 H -15.758 -15.658 -24.871  O66 0.960
73 C -16.032 -16.190 -27.707  C74 1.491, H76 1.090, H77 1.090, H78 1.090
74 C -14.822 -16.961 -28.115  C73 1.491, O75 1.438, H79 1.090, H80 1.090
75 O -14.889 -18.397 -28.149  C74 1.438, H81 0.960
76 H -16.514 -16.508 -26.783  C73 1.090
77 H -16.749 -16.116 -28.524  C73 1.090
78 H -15.677 -15.179 -27.509  C73 1.090
79 H -13.912 -16.656 -27.598  C74 1.090
80 H -14.657 -16.638 -29.143  C74 1.090
81 H -15.316 -18.599 -28.984  O75 0.960
82 C -14.874 -11.372 -20.845  C83 1.545, H85 1.090, H86 1.090, H87 1.090
83 C -13.812 -10.252 -20.928  C82 1.545, O84 1.378, H88 1.090, H89 1.090
84 O -13.342 -10.009 -19.655  C83 1.378, H90 0.960
85 H -15.394 -11.549 -21.786  C82 1.090
86 H -15.673 -10.976 -20.219  C82 1.090
87 H -14.566 -12.300 -20.363  C82 1.090
88 H -14.288 -9.393 -21.401  C83 1.090
89 H -13.030 -10.561 -21.621  C83 1.090
90 H -12.701 -9.295 -19.654  O84 0.960
91 C -14.076 -14.929 -20.889  C92 1.550, H94 1.090, H95 1.090, H96 1.090
92 C -13.151 -15.395 -22.043  C91 1.550, O93 1.430, H97 1.090, H98 1.090
93 O -12.030 -15.865 -21.290  C92 1.430, H99 0.960
94 H -14.175 -15.757 -20.187  C91 1.090
95 H -15.037 -14.584 -21.271  C91 1.090
96 H -13.552 -14.117 -20.384  C91 1.090
97 H -12.875 -14.587 -22.720  C92 1.090
98 H -13.764 -16.165 -22.512  C92 1.090
99 H -11.501 -15.102 -21.047  O93 0.960
100 C -23.229 -12.527 -20.909  C101 1.562, H103 1.090, H104 1.090, H105 1.090
101 C -23.650 -13.884 -20.260  C100 1.562, O102 1.449, H106 1.090, H107 1.090
102 O -23.484 -15.020 -21.144  C101 1.449, H108 0.960
103 H -23.274 -11.680 -20.224  C100 1.090
104 H -23.965 -12.242 -21.661  C100 1.090
105 H -22.197 -12.484 -21.259  C100 1.090
106 H -24.623 -13.835 -19.773  C101 1.090
107 H -23.009 -14.050 -19.394  C101 1.090
108 H -24.368 -15.255 -21.434  O102 0.960
109 C -20.129 -14.364 -27.982  C110 1.552, H112 1.090, H113 1.090, H114 1.090
110 C -21.282 -13.325 -27.956  C109 1.552, O111 1.441, H115 1.090, H116 1.090
111 O -20.955 -12.326 -28.943  C110 1.441, H117 0.960
112 H -19.161 -13.867 -28.033  C109 1.090
113 H -20.200 -15.020 -28.850  C109 1.090
114 H -20.108 -14.999 -27.096  C109 1.090
115 H -21.408 -12.842 -26.987  C110 1.090
116 H -22.227 -13.828 -28.161  C110 1.090
117 H -20.982 -12.801 -29.776  O111 0.960
118 C -17.241 -11.551 -26.922  C119 1.512, H121 1.090, H122 1.090, H123 1.090
119 C -18.175 -10.928 -27.934  C118 1.512, O120 1.448, H124 1.090, H125 1.090
120 O -19.419 -11.016 -27.199  C119 1.448, H126 0.960
121 H -16.228 -11.344 -27.268  C118 1.090
122 H -17.327 -12.634 -26.839  C118 1.090
123 H -17.269 -11.144 -25.911  C118 1.090
124 H -18.152 -11.532 -28.841  C119 1.090
125 H -17.846 -9.902 -28.101  C119 1.090
126 H -20.082 -11.396 -27.780  O120 0.960
127 C -20.253 -12.186 -23.584  C128 1.553, H130 1.090, H131 1.090, H132 1.090
128 C -19.394 -10.900 -23.453  C127 1.553, O129 1.406, H133 1.090, H134 1.090
129 O -19.895 -10.079 -24.480  C128 1.406, H135 0.960
130 H -21.178 -11.785 -23.170  C127 1.090
131 H -19.986 -13.124 -23.097  C127 1.090
132 H -20.463 -12.392 -24.634  C127 1.090
133 H -18.348 -11.187 -23.565  C128 1.090
134 H -19.608 -10.408 -22.504  C128 1.090
135 H -19.432 -10.363 -25.271  O129 0.960
136 C -18.649 -18.950 -28.004  C137 1.565, H139 1.090, H140 1.090, H141 1.090
137 C -18.292 -18.740 -29.513  C136 1.565, O138 1.389, H142 1.090, H143 1.090
138 O -17.067 -19.210 -29.970  C137 1.389, H144 0.960
139 H -18.879 -20.001 -27.827  C136 1.090
140 H -19.553 -18.395 -27.752  C136 1.090
141 H -17.878 -18.497 -27.381  C136 1.090
142 H -18.353 -17.656 -29.609  C137 1.090
143 H -19.037 -19.178 -30.178  C137 1.090
144 H -17.035 -20.147 -29.767  O138 0.960
145 C -10.883 -12.132 -22.460  C146 1.547, H148 1.090, H149 1.090, H150 1.090
146 C -9.817 -13.032 -21.792  C145 1.547, O147 1.406, H151 1.090, H152 1.090
147 O -10.336 -13.856 -20.777  C146 1.406, H153 0.960
148 H -10.464 -11.588 -23.306  C145 1.090
149 H -11.019 -11.364 -21.698  C145 1.090
150 H -11.695 -12.680 -22.939  C145 1.090
151 H -9.079 -12.384 -21.320  C146 1.090
152 H -9.341 -13.728 -22.482  C146 1.090
153 H -9.529 -14.210 -20.397  O147 0.960
154 C -16.831 -19.058 -22.776  C155 1.571, H157 1.090, H158 1.090, H159 1.090
155 C -15.334 -18.631 -22.983  C154 1.571, O156 1.416, H160 1.090, H161 1.090
156 O -15.183 -17.643 -23.986  C155 1.416, H162 0.960
157 H -16.901 -19.638 -21.855  C154 1.090
158 H -17.169 -19.702 -23.588  C154 1.090
159 H -17.556 -18.247 -22.850  C154 1.090
160 H -14.708 -19.505 -23.158  C155 1.090
161 H -14.954 -18.243 -22.038  C155 1.090
162 H -14.587 -18.000 -24.649  O156 0.960
163 C -25.683 -13.265 -24.699  C164 1.527, H166 1.090, H167 1.090, H168 1.090
164 C -24.287 -13.639 -25.193  C163 1.527, O165 1.447, H169 1.090, H170 1.090
165 O -23.335 -13.326 -24.149  C164 1.447, H171 0.960
166 H -26.487 -13.753 -25.250  C163 1.090
167 H -25.710 -12.215 -24.992  C163 1.090
168 H -25.764 -13.250 -23.612  C163 1.090
169 H -23.954 -13.233 -26.148  C164 1.090
170 H -24.247 -14.728 -25.181  C164 1.090
171 H -23.513 -13.835 -23.354  O165 0.960

Results
E_LUMO ... 0.014 Ha
Relative energy (zero: lowest compared OMol25 entry of this formula, charge and spin) ... 90.25 kcal/mol
HOMO ... -9.225 eV
Gap between HOMO and LUMO ... 9.60 eV
Calculated total energy ... -80149.1464 eV
2S+1 ... 1

Atom charges from the Mulliken analysis, given in e for atoms 1 to 8:
1 C -1.066
2 C -0.293
3 O -0.058
4 H 0.220
5 H 0.411
6 H 0.251
7 H 0.324
8 H 0.252